No. 1
The following is a DFT calculation (ωB97M-V/def2-TZVPD) of a molecular structure, C6H9N2 in a non-equilibrium geometry.

XYZ file:
```
17
Properties=species:S:1:pos:R:3:forces:R:3
C -1.10733 1.00430 -0.43274 2.19 -4.51 -1.30
C 0.44835 -0.77137 1.16107 -0.56 1.12 -4.08
C -0.17366 -0.67836 -0.03501 0.23 1.48 0.29
C 0.19743 0.74771 -0.12449 -0.47 -0.37 0.07
C -2.18487 -1.10872 -1.62552 -3.44 -1.97 -2.93
C 2.45706 0.72793 0.80874 1.01 1.52 1.76
N -1.39553 -0.39207 -0.71986 1.09 1.32 1.52
N 0.99492 0.62316 1.13925 2.54 -2.58 -3.92
H -1.70025 1.79419 -0.47233 -2.95 3.20 -0.09
H 0.46720 -1.43903 1.89305 0.34 -2.38 3.39
H -2.27720 -2.23968 -1.44707 -0.01 1.78 0.99
H -3.28620 -0.63226 -1.66401 2.57 -1.20 0.10
H -1.83420 -1.26578 -2.70928 0.03 1.37 1.30
H 2.85103 1.72761 0.81081 -0.96 1.33 -0.08
H 3.05842 0.42362 1.65374 -0.06 -1.35 0.00
H 2.78457 0.43454 -0.16796 -0.66 -1.27 -0.31
H 0.70026 1.04420 1.93161 -0.87 2.51 3.30
```
Forces are in eV/Å.

Properties
E_LUMO: -4.55 eV
Total charge: +1
Energy relative to the best compared isomer or geometry (same formula, charge and spin): 848.0 kJ/mol
Highest occupied orbital energy: -13.308 eV
Orbital gap: 8.8 eV

List of Mulliken charges in e, atom by atom: number 1, C, carries -0.334; number 2, C, carries -1.004; number 3, C, carries 0.704; number 4, C, carries -0.474; number 5, C, carries -0.649; number 6, C, carries -0.904; number 7, N, carries 0.103; number 8, N, carries 0.150; number 9, H, carries 0.511; number 10, H, carries 0.537; number 11, H, carries 0.285; number 12, H, carries 0.273; number 13, H, carries 0.323; number 14, H, carries 0.401; number 15, H, carries 0.377; number 16, H, carries 0.375; number 17, H, carries 0.326


No. 2
The following is a DFT calculation (ωB97M-V/def2-TZVPD) of 3 unconnected molecules or ions with the total composition C31H50BN2O3P in a non-equilibrium geometry.

XYZ file:
```
88
Properties=species:S:1:pos:R:3:forces:R:3
C -1.93080 3.28757 -1.18539 -0.20 -0.03 0.07
C -3.31690 2.61496 -1.10141 0.75 -0.49 0.12
P -3.66937 1.92019 0.57568 -0.22 0.84 0.57
C -4.97753 0.71115 0.14874 0.28 0.08 -0.36
C -2.16166 0.91020 0.85599 -0.41 -0.23 -0.39
C -1.41007 1.14341 2.00045 0.03 -0.31 -0.45
C -0.22859 0.43854 2.26279 0.00 -0.01 -0.11
C 0.54086 0.76260 3.51055 -0.39 -0.02 0.14
C 0.18005 -0.51222 1.32477 -0.30 0.10 -0.11
C -0.59371 -0.76196 0.17649 -0.25 0.32 0.18
C -1.76604 -0.06257 -0.06343 0.47 -0.14 0.55
C -0.12466 -1.77497 -0.80595 0.46 0.27 0.34
O -0.87430 -2.50283 -1.39521 -0.58 -0.32 -0.70
C 1.35026 -1.80758 -0.97992 0.11 0.10 0.02
C 1.93806 -2.04231 -2.21700 0.13 -0.08 0.57
C 3.33126 -2.02316 -2.34601 -0.45 -0.21 0.03
B 3.96368 -2.23133 -3.77291 0.60 0.24 -0.15
C 5.00079 -1.17416 -4.32478 -0.56 -0.04 0.13
O 3.62474 -3.32250 -4.55506 -0.29 0.36 0.05
C 4.09007 -1.78602 -1.19393 -0.14 0.08 -0.13
C 3.50305 -1.57808 0.04992 0.13 -0.17 -0.23
C 2.12010 -1.57424 0.16174 0.29 -0.05 -0.66
C 1.43460 -1.30864 1.45054 -0.24 0.22 -0.32
O 1.87180 -1.71732 2.49368 0.36 -0.09 0.65
H -1.35767 2.84914 -1.99594 0.13 0.06 -0.14
H -2.02652 4.35303 -1.36045 0.04 0.16 -0.08
H -1.33649 3.16362 -0.28233 -0.01 -0.03 0.12
H -3.33585 1.77787 -1.80112 -0.21 0.06 -0.20
H -4.08847 3.32534 -1.37254 -0.31 -0.04 -0.01
H -4.68521 0.05468 -0.67204 -0.01 -0.20 0.08
H -5.28993 0.14679 1.01921 0.01 -0.16 0.09
H -5.82493 1.29608 -0.20093 -0.17 0.08 0.02
H -1.76852 1.89749 2.68699 0.11 0.09 0.16
H -0.02736 0.40393 4.36876 0.05 -0.11 0.13
H 1.51657 0.30303 3.55180 0.17 0.01 -0.04
H 0.61402 1.83953 3.63165 0.12 0.15 -0.05
H -2.33753 -0.27737 -0.95443 -0.07 -0.03 -0.08
H 1.28061 -2.21539 -3.05648 -0.01 -0.12 -0.14
H 4.79659 -0.20380 -3.87474 0.25 0.11 0.11
H 4.91016 -1.06164 -5.40363 0.12 -0.14 -0.13
H 6.02653 -1.46238 -4.09850 0.15 0.00 0.04
H 2.81983 -3.20266 -5.06700 -0.03 -0.33 -0.03
H 5.16742 -1.76229 -1.28436 0.10 0.04 0.09
H 4.12545 -1.40004 0.91303 -0.02 -0.02 0.17
C -5.77726 0.80706 -3.83938 0.00 -0.05 0.07
C -5.82861 0.86232 -5.35758 0.03 -0.08 0.09
N -5.30272 2.10387 -5.89233 -0.02 0.08 -0.09
C -5.59915 2.29979 -7.30050 -0.12 0.05 -0.13
C -4.98753 1.32317 -8.31218 0.01 0.05 -0.07
C -3.95727 2.44864 -5.46825 0.14 0.04 0.19
C -2.83051 1.44618 -5.75316 0.07 0.07 0.00
H -6.27317 1.67506 -3.40189 0.03 0.03 -0.02
H -6.28303 -0.09005 -3.47957 0.01 -0.01 -0.02
H -4.75145 0.77278 -3.46846 -0.02 0.00 0.01
H -6.87344 0.78190 -5.66887 0.02 0.04 -0.09
H -5.31630 -0.02542 -5.76135 -0.02 -0.02 0.01
H -5.31249 3.31925 -7.57262 0.07 0.00 0.06
H -6.68780 2.26719 -7.41007 0.00 -0.06 0.07
H -3.92265 1.49901 -8.45859 0.02 -0.04 0.04
H -5.46990 1.45276 -9.28313 -0.01 0.01 0.01
H -5.12869 0.28337 -8.01588 0.00 0.00 0.03
H -3.98048 2.63271 -4.39014 -0.05 -0.04 0.00
H -3.69940 3.41467 -5.90906 -0.07 -0.02 -0.09
H -3.11452 0.42487 -5.49527 -0.02 0.00 0.01
H -1.95448 1.70159 -5.15240 -0.01 0.01 0.00
H -2.51885 1.46156 -6.79632 -0.04 -0.07 -0.02
C 5.99642 0.38437 7.81064 0.00 0.02 0.02
C 4.79950 -0.02152 6.96319 0.02 0.07 0.11
N 4.84361 -1.40686 6.53902 0.00 -0.07 -0.13
C 3.87643 -1.72499 5.50107 -0.05 0.03 -0.19
C 2.38604 -1.62220 5.83939 -0.07 -0.05 0.01
C 4.98040 -2.38513 7.60277 0.12 -0.07 0.20
C 3.91825 -2.39984 8.71063 0.01 -0.11 0.01
H 6.93083 0.15564 7.29643 -0.01 -0.04 0.00
H 5.96666 1.45803 8.00124 -0.01 0.00 0.00
H 6.00376 -0.11763 8.77891 0.01 0.00 0.00
H 4.79472 0.59930 6.06293 -0.07 -0.07 -0.05
H 3.87663 0.22447 7.51294 0.01 0.04 0.00
H 4.08697 -2.73152 5.13054 0.03 -0.03 0.07
H 4.07845 -1.06054 4.65414 0.02 0.05 0.05
H 2.05037 -2.44477 6.47032 0.03 0.04 0.07
H 1.80511 -1.66605 4.91933 0.01 -0.03 -0.03
H 2.14170 -0.68194 6.33757 0.03 0.00 0.03
H 5.95690 -2.23901 8.07242 -0.01 0.07 -0.02
H 5.03713 -3.37638 7.14653 -0.07 0.03 -0.09
H 3.69117 -1.39697 9.07487 0.01 0.02 -0.02
H 4.28526 -2.97884 9.56083 0.01 0.00 -0.01
H 2.98901 -2.86361 8.38399 -0.04 0.08 -0.02
```
Forces are in eV/Å.

Properties
E_LUMO: -0.72 eV
Highest occupied orbital energy: -7.948 eV
SMILES: CCP(C)c1cc(C)c2c(c1)C(=O)c1cc(B(C)O)ccc1C2=O.CCN(CC)CC.CCN(CC)CC
Orbital gap: 7.2 eV

List of Mulliken charges in e, atom by atom: number 1, C, carries -1.307; number 2, C, carries 0.112; number 3, P, carries -0.075; number 4, C, carries -1.050; number 5, C, carries 0.337; number 6, C, carries -0.707; number 7, C, carries 1.030; number 8, C, carries -1.903; number 9, C, carries 0.605; number 10, C, carries 0.190; number 11, C, carries -0.389; number 12, C, carries -0.318; number 13, O, carries -0.562; number 14, C, carries 0.434; number 15, C, carries -0.788; number 16, C, carries 0.517; number 17, B, carries 0.363; number 18, C, carries -0.982; number 19, O, carries -0.543; number 20, C, carries -0.594; number 21, C, carries -0.948; number 22, C, carries 0.641; number 23, C, carries -0.410; number 24, O, carries -0.483; number 25, H, carries 0.254; number 26, H, carries 0.329; number 27, H, carries 0.373; number 28, H, carries -0.337; number 29, H, carries 0.651; number 30, H, carries 0.244; number 31, H, carries 0.393; number 32, H, carries 0.390; number 33, H, carries 0.362; number 34, H, carries 0.371; number 35, H, carries 0.277; number 36, H, carries 0.458; number 37, H, carries 0.537; number 38, H, carries 0.357; number 39, H, carries 0.340; number 40, H, carries 0.285; number 41, H, carries 0.329; number 42, H, carries 0.313; number 43, H, carries 0.402; number 44, H, carries 0.515; number 45, C, carries -1.066; number 46, C, carries -0.474; number 47, N, carries 0.103; number 48, C, carries -0.705; number 49, C, carries -0.981; number 50, C, carries -0.528; number 51, C, carries -1.056; number 52, H, carries 0.329; number 53, H, carries 0.478; number 54, H, carries -0.048; number 55, H, carries 0.488; number 56, H, carries 0.250; number 57, H, carries 0.357; number 58, H, carries 0.427; number 59, H, carries 0.224; number 60, H, carries 0.396; number 61, H, carries 0.280; number 62, H, carries 0.213; number 63, H, carries 0.340; number 64, H, carries 0.251; number 65, H, carries 0.389; number 66, H, carries 0.323; number 67, C, carries -1.462; number 68, C, carries -0.281; number 69, N, carries 0.140; number 70, C, carries -0.768; number 71, C, carries -0.790; number 72, C, carries -0.706; number 73, C, carries -0.957; number 74, H, carries 0.341; number 75, H, carries 0.440; number 76, H, carries 0.295; number 77, H, carries 0.424; number 78, H, carries 0.239; number 79, H, carries 0.303; number 80, H, carries 0.363; number 81, H, carries 0.271; number 82, H, carries 0.292; number 83, H, carries 0.207; number 84, H, carries 0.406; number 85, H, carries 0.343; number 86, H, carries 0.241; number 87, H, carries 0.380; number 88, H, carries 0.274


No. 3
The following is a DFT calculation (ωB97M-V/def2-TZVPD) of a single C6H12O molecule.

XYZ file:
```
19
Properties=species:S:1:pos:R:3:forces:R:3
C -0.46553 1.40920 1.33589 0.02 -0.02 -0.08
C 0.69172 0.38719 1.27771 0.05 -0.10 -0.04
C 1.24436 -0.08585 -0.12022 -0.03 0.10 0.14
C 0.17928 -0.62137 -1.11002 -0.09 0.04 0.13
C -0.62614 -1.78803 -0.55825 -0.06 -0.01 0.09
C -0.65570 0.57338 -1.50066 -0.41 0.03 0.00
O -1.85060 0.67663 -1.37268 0.38 -0.11 -0.31
H -0.67538 1.68051 2.37997 0.21 -0.12 -0.20
H -0.23342 2.34211 0.80856 0.01 -0.16 -0.01
H -1.40115 1.02071 0.92759 0.20 0.03 0.05
H 1.51005 0.81462 1.87396 0.07 -0.19 -0.35
H 0.35867 -0.48373 1.85968 0.18 0.00 -0.27
H 2.00254 -0.87181 0.01815 -0.26 0.17 0.21
H 1.78368 0.71524 -0.65166 -0.17 0.07 0.41
H 0.66701 -0.93767 -2.05163 0.12 0.17 0.33
H -1.45469 -2.06404 -1.21587 0.12 0.09 0.05
H 0.01743 -2.66553 -0.42480 -0.09 0.17 -0.01
H -1.04690 -1.52442 0.41453 -0.06 -0.09 -0.09
H -0.04523 1.42286 -1.89025 -0.19 -0.09 -0.04
```
Forces are in eV/Å.

Properties
E_LUMO: 0.97 eV
Energy relative to the best compared isomer or geometry (same formula, charge and spin): 57.6 kJ/mol
Highest occupied orbital energy: -9.707 eV
SMILES: CCC[C@@H](C)C=O
Orbital gap: 10.7 eV

List of Mulliken charges in e, atom by atom: number 1, C, carries -1.175; number 2, C, carries -0.375; number 3, C, carries -0.956; number 4, C, carries 0.664; number 5, C, carries -1.411; number 6, C, carries -0.355; number 7, O, carries -0.485; number 8, H, carries 0.372; number 9, H, carries 0.298; number 10, H, carries 0.282; number 11, H, carries 0.362; number 12, H, carries 0.288; number 13, H, carries 0.348; number 14, H, carries 0.422; number 15, H, carries 0.328; number 16, H, carries 0.366; number 17, H, carries 0.368; number 18, H, carries 0.280; number 19, H, carries 0.382


No. 4
The following is a DFT calculation (ωB97M-V/def2-TZVPD) of a molecular structure, C16H20Br2CoN3O6 in a non-equilibrium geometry.

XYZ file:
```
48
Properties=species:S:1:pos:R:3:forces:R:3
Co 0.12233 -0.35537 -0.69991 -0.25 -0.13 1.80
O -1.98916 -3.75723 -1.97457 0.17 0.42 -0.12
C -1.36994 -2.61192 -1.85481 -0.24 -0.39 -0.03
O -0.83626 -2.22100 -0.82646 0.85 0.65 0.32
C -1.37700 -1.80940 -3.10707 -0.21 -0.33 -0.02
O -0.86961 -0.53491 -2.81687 0.37 0.86 0.00
C 0.13907 -0.11984 -3.76413 0.26 0.10 0.23
C 1.52225 -0.46019 -3.22015 -0.20 -0.07 -0.18
O 2.44252 -0.66008 -3.97067 -0.26 0.19 0.81
O 1.56561 -0.38962 -1.89309 0.58 -0.84 -0.14
H -1.93559 -4.28561 -1.16750 0.04 -0.17 0.31
H -2.38903 -1.74650 -3.50194 -0.14 -0.01 -0.04
H -0.76460 -2.34233 -3.83572 0.06 -0.03 -0.08
H 0.07257 0.96435 -3.84593 -0.12 0.06 -0.11
H 0.00453 -0.56247 -4.74566 -0.22 -0.02 -0.02
C -2.88015 1.17866 -0.66871 0.04 0.05 0.25
C -2.50750 0.49549 0.61794 0.20 0.01 -0.35
C -3.41507 0.43298 1.69244 -0.05 0.05 0.11
C -3.07048 -0.20023 2.85483 -0.10 0.06 -0.11
C -1.79356 -0.78694 2.97572 -0.07 -0.39 0.83
C -1.31048 -1.49398 4.11774 0.36 0.05 -0.30
Br -2.41599 -1.75046 5.59663 -0.28 -0.03 0.31
C -0.02509 -1.99452 4.15880 -0.84 0.28 0.24
C 0.83420 -1.81594 3.08312 -0.24 0.72 -1.75
Br 2.59500 -2.42099 3.15080 0.30 -0.13 0.03
C 0.40215 -1.16016 1.90723 -1.69 -0.66 2.57
O 1.14170 -0.96350 0.87898 0.69 1.18 -3.60
C -0.94074 -0.66185 1.88475 1.37 -0.38 0.18
N -1.29929 -0.03908 0.73134 0.05 0.07 -1.15
H -2.88601 2.26398 -0.52311 -0.03 -0.09 -0.03
H -3.88582 0.89291 -0.97909 0.05 0.01 -0.01
H -2.18040 0.93403 -1.46602 -0.05 0.02 -0.04
H -4.38765 0.89629 1.58309 0.05 -0.04 -0.03
H -3.76796 -0.24952 3.68144 0.03 -0.03 -0.03
H 0.32067 -2.52120 5.03902 0.00 0.03 -0.04
N 4.39961 2.71603 0.68232 -0.38 -0.04 -0.29
C 3.13271 2.78661 -0.14514 -0.15 -0.03 -0.10
C 2.20378 1.62576 0.19262 0.19 -0.17 0.24
N 0.96042 1.66847 -0.58841 -0.33 -0.99 -0.15
H 5.05600 3.44815 0.41498 0.11 0.15 -0.05
H 4.87051 1.82038 0.55419 0.09 -0.18 -0.02
H 4.20412 2.82346 1.67527 -0.03 0.01 0.24
H 3.42746 2.74332 -1.19096 0.14 0.04 -0.04
H 2.65893 3.74512 0.04692 0.13 0.16 0.09
H 1.95746 1.62466 1.25688 -0.06 -0.06 -0.07
H 2.69350 0.67942 -0.04538 -0.05 0.00 0.08
H 1.19472 1.70661 -1.57694 0.03 0.08 0.01
H 0.37554 2.46817 -0.36882 -0.15 -0.08 0.24
```
Forces are in eV/Å.

Properties
E_LUMO (spin up / spin down): -7.74 / -7.97 eV
Total charge: +2
Energy relative to the best compared isomer or geometry (same formula, charge and spin): 17.9 kJ/mol
Highest occupied orbital energy (spin up / spin down): -12.846 / -12.833 eV
Orbital gap (spin up / spin down): 5.1 / 4.9 eV

List of Mulliken charges in e, atom by atom: number 1, Co, carries 0.615; number 2, O, carries -0.440; number 3, C, carries 0.450; number 4, O, carries -0.530; number 5, C, carries -0.428; number 6, O, carries -0.509; number 7, C, carries -0.630; number 8, C, carries 0.682; number 9, O, carries -0.578; number 10, O, carries -0.674; number 11, H, carries 0.416; number 12, H, carries 0.423; number 13, H, carries 0.527; number 14, H, carries 0.365; number 15, H, carries 0.420; number 16, C, carries -1.290; number 17, C, carries 0.810; number 18, C, carries -1.016; number 19, C, carries -0.704; number 20, C, carries 0.443; number 21, C, carries -0.002; number 22, Br, carries -0.153; number 23, C, carries -0.402; number 24, C, carries -0.252; number 25, Br, carries -0.111; number 26, C, carries 0.408; number 27, O, carries -0.373; number 28, C, carries 0.411; number 29, N, carries 0.555; number 30, H, carries 0.319; number 31, H, carries 0.448; number 32, H, carries 0.024; number 33, H, carries 0.533; number 34, H, carries 0.421; number 35, H, carries 0.463; number 36, N, carries -0.263; number 37, C, carries -0.778; number 38, C, carries -0.671; number 39, N, carries -0.421; number 40, H, carries 0.376; number 41, H, carries 0.363; number 42, H, carries 0.361; number 43, H, carries 0.452; number 44, H, carries 0.386; number 45, H, carries 0.458; number 46, H, carries 0.499; number 47, H, carries 0.320; number 48, H, carries 0.280